1.
Below is a molecular structure, C27H34FN3O5P2W, with properties calculated with the ωB97M-V functional and the def2-TZVPD basis.

XYZ file:
```
73
C27H34FN3O5P2W | the Open Molecules 2025 dataset | the ωB97M-V functional and the def2-TZVPD basis
W -0.407 -0.804 0.377
C 1.304 2.204 1.497
P -0.244 1.336 1.783
C -0.332 0.915 3.535
C -1.624 2.396 1.341
C -1.630 3.725 1.755
C -2.723 4.534 1.472
C -3.811 4.023 0.779
C -3.814 2.699 0.360
C -2.722 1.882 0.639
P -2.772 0.157 0.146
C -3.945 -0.740 1.177
C -3.315 0.037 -1.569
H 1.350 3.069 2.161
H 1.367 2.547 0.465
H 2.143 1.547 1.731
H -0.306 1.843 4.110
H 0.522 0.296 3.814
H -1.257 0.384 3.759
H -0.793 4.143 2.301
H -2.723 5.566 1.797
H -4.661 4.656 0.562
H -4.675 2.320 -0.178
H -4.927 -0.281 1.043
H -3.668 -0.669 2.228
H -4.000 -1.788 0.881
H -4.318 0.461 -1.655
H -3.360 -1.010 -1.871
H -2.636 0.591 -2.216
F -0.899 -6.409 -3.622
C -0.191 -5.308 -3.855
C -0.324 -4.274 -2.991
C 0.472 -3.119 -3.148
C 0.443 -2.039 -2.257
O -0.339 -2.009 -1.158
C 1.307 -0.951 -2.451
C 2.177 -0.940 -3.517
N 2.202 -1.949 -4.385
C 3.181 -1.894 -5.483
C 2.693 -1.709 -6.890
C 3.414 -0.597 -6.193
C 1.398 -3.072 -4.226
C 1.499 -4.150 -5.110
C 0.720 -5.296 -4.966
N 0.833 -6.354 -5.838
C 2.150 -6.799 -6.300
C 2.115 -7.284 -7.739
N 1.092 -8.377 -7.876
C -0.254 -7.904 -7.403
C -0.176 -7.412 -5.966
C 1.082 -0.066 -1.289
O 1.573 -0.438 -0.160
O -0.008 0.588 -1.204
H -1.005 -4.374 -2.157
H 2.873 -0.132 -3.700
H 4.024 -2.545 -5.288
H 1.628 -1.580 -7.038
H 3.205 -2.255 -7.670
H 2.821 0.266 -5.921
H 4.434 -0.374 -6.471
H 2.173 -4.070 -5.947
H 2.504 -7.608 -5.647
H 2.882 -6.000 -6.233
H 3.083 -7.681 -8.039
H 1.819 -6.494 -8.428
H 1.383 -9.201 -7.342
H 1.032 -8.681 -8.852
H -0.954 -8.733 -7.483
H -0.560 -7.110 -8.083
H 0.041 -8.246 -5.290
H -1.162 -7.034 -5.720
O -1.268 -1.710 1.737
O 0.168 -1.839 1.808
```

## Properties
2S+1 ... 1
HOMO energy ... -18.6104 eV
Relative energy (zero: lowest compared OMol25 entry of this formula, charge and spin) ... 25.33 kJ/mol
Total charge ... +4
E_tot ... -66341.104 eV

2.
Below is a molecular structure, C27H34FN5O5SW, with properties calculated with the ωB97M-V functional and the def2-TZVPD basis.

XYZ file:
```
74
C27H34FN5O5SW | the Open Molecules 2025 dataset | the ωB97M-V functional and the def2-TZVPD basis
W -0.269 0.473 0.072
C 7.309 1.761 0.232
C 6.865 0.712 1.235
C 7.382 1.010 2.632
C 7.036 -0.131 3.570
C 5.564 -0.421 3.528
C 4.942 -1.045 4.585
C 3.572 -1.298 4.558
F 3.024 -1.912 5.606
C 2.786 -0.926 3.505
C 3.395 -0.282 2.421
C 2.578 0.140 1.304
O 1.327 -0.104 1.319
C 3.237 0.783 0.243
C 4.615 0.946 0.287
N 5.368 0.571 1.303
C 4.780 -0.044 2.417
C 2.538 1.248 -0.959
O 3.058 1.557 -1.993
O 1.189 1.314 -0.826
H 8.387 1.876 0.328
H 6.852 2.730 0.438
H 7.118 1.481 -0.803
H 7.226 -0.273 0.925
H 6.959 1.955 2.985
H 8.462 1.144 2.576
H 7.331 0.096 4.594
H 7.589 -1.028 3.277
H 5.506 -1.344 5.459
H 1.723 -1.122 3.498
H 5.106 1.404 -0.557
O -0.911 1.705 1.522
N -1.293 1.311 2.750
C -1.328 2.243 3.728
C -1.780 1.890 4.967
C -2.204 0.573 5.186
C -2.158 -0.345 4.165
C -1.686 0.038 2.904
S -1.555 -0.994 1.527
H -0.986 3.223 3.433
H -1.804 2.631 5.751
H -2.570 0.276 6.159
H -2.479 -1.367 4.304
C -3.175 -0.382 -3.662
N -2.980 0.329 -2.406
C -3.831 -0.102 -1.298
C -2.138 1.364 -2.270
N -1.567 1.586 -1.060
N -1.879 2.178 -3.298
C -0.685 3.021 -3.297
C -2.861 2.487 -4.335
H -3.134 -1.452 -3.454
H -2.386 -0.126 -4.365
H -4.145 -0.165 -4.111
H -4.865 -0.122 -1.644
H -3.742 0.600 -0.477
H -3.552 -1.094 -0.946
H -1.502 2.581 -0.864
H 0.106 2.555 -2.718
H -0.900 4.015 -2.897
H -0.347 3.135 -4.326
H -3.829 2.074 -4.073
H -2.550 2.105 -5.307
H -2.957 3.571 -4.402
C -1.287 -3.389 -1.635
O -1.421 -2.125 -0.952
C -0.526 -1.157 -1.052
C 0.543 -1.386 -2.106
H -0.347 -3.871 -1.377
H -1.363 -3.252 -2.712
H -2.118 -3.987 -1.278
H 0.058 -1.618 -3.057
H 1.157 -2.247 -1.831
H 1.189 -0.532 -2.268
```

## Properties
2S+1 ... 1
HOMO energy ... -13.2804 eV
Relative energy (zero: lowest compared OMol25 entry of this formula, charge and spin) ... 0.00 kJ/mol
Total charge ... +2
E_tot ... -61605.891 eV

3.
Below is a gas-phase ion, C27H34N3 (charge +1) at a distorted geometry, with properties calculated with the ωB97M-V functional and the def2-TZVPD basis.

XYZ file:
```
64
C27H34N3 | the Open Molecules 2025 dataset | the ωB97M-V functional and the def2-TZVPD basis
C -5.272 -3.592 -0.712
C -3.991 -2.817 -0.643
C -3.945 -1.589 0.020
C -2.772 -0.833 0.037
C -1.604 -1.309 -0.532
C -0.321 -0.404 -0.544
C 0.991 -1.181 -0.515
C 2.080 -0.888 -1.353
C 3.195 -1.715 -1.370
C 3.209 -2.906 -0.654
C 4.359 -3.843 -0.780
C 2.140 -3.186 0.197
C 1.042 -2.325 0.269
C -1.650 -2.529 -1.220
C -2.831 -3.275 -1.266
H -5.116 -4.673 -0.635
H -5.946 -3.279 0.092
H -5.782 -3.399 -1.665
H -4.833 -1.220 0.537
H -2.777 0.135 0.536
H -0.381 -0.004 -1.565
H 2.101 -0.049 -2.050
H 4.058 -1.423 -1.974
H 4.015 -4.878 -0.832
H 4.938 -3.615 -1.678
H 5.032 -3.766 0.079
H 2.126 -4.083 0.808
H 0.153 -2.572 0.860
H -0.744 -2.914 -1.684
H -2.833 -4.245 -1.752
C 0.909 2.239 -1.610
N -0.348 2.658 -1.005
C -0.533 4.100 -1.073
C -0.941 1.925 -0.043
N -0.399 0.709 0.352
C 0.264 0.797 1.699
C 1.728 1.152 1.673
C 2.194 2.482 1.597
C 3.566 2.740 1.535
C 4.464 1.670 1.521
C 4.006 0.355 1.675
C 2.642 0.121 1.851
N -2.067 2.423 0.556
C -3.189 2.810 -0.309
C -2.448 2.193 1.967
H 0.980 1.159 -1.624
H 0.927 2.570 -2.652
H 1.791 2.617 -1.069
H -1.251 4.413 -0.320
H 0.442 4.575 -0.887
H -0.884 4.360 -2.075
H -0.215 1.626 2.222
H -0.048 -0.100 2.266
H 1.493 3.325 1.644
H 3.923 3.769 1.492
H 5.535 1.851 1.402
H 4.697 -0.495 1.661
H 2.250 -0.861 2.119
H -2.784 3.246 -1.220
H -3.811 1.945 -0.564
H -3.813 3.533 0.220
H -1.801 2.777 2.643
H -3.476 2.560 2.077
H -2.443 1.136 2.266
```

## Properties
2S+1 ... 1
HOMO energy ... -11.2034 eV
Relative energy (zero: lowest compared OMol25 entry of this formula, charge and spin) ... 157.41 kJ/mol
Total charge ... +1
SMILES ... Cc1ccc(C(c2ccc(C)cc2)N(Cc2ccccc2)C(N(C)C)=[N+](C)C)cc1
E_tot ... -33014.159 eV

4.
Below is a molecular structure, C27H34N3O2W at a distorted geometry, with properties calculated with the ωB97M-V functional and the def2-TZVPD basis.

XYZ file:
```
67
C27H34N3O2W | the Open Molecules 2025 dataset | the ωB97M-V functional and the def2-TZVPD basis
W -0.072 0.879 0.078
C 0.568 3.706 -1.125
N 0.070 3.090 0.132
C -1.319 3.586 0.403
C -2.372 3.296 -0.679
C -2.862 1.822 -0.805
N -2.158 0.960 0.142
C -2.833 0.167 0.936
C -2.227 -0.538 2.018
C -2.917 -1.581 2.680
C -2.363 -2.207 3.776
C -1.147 -1.767 4.294
C -0.456 -0.723 3.692
C -0.949 -0.132 2.537
O -0.249 0.845 1.895
C 0.924 3.561 1.272
C 2.407 3.188 1.180
C 2.667 1.675 1.147
N 2.011 1.108 -0.040
C 2.735 0.784 -1.083
C 2.188 0.340 -2.323
C 3.046 -0.210 -3.306
C 2.543 -0.722 -4.482
C 1.175 -0.672 -4.742
C 0.306 -0.080 -3.831
C 0.788 0.418 -2.629
O -0.050 1.001 -1.729
H 0.538 4.799 -1.064
H -0.037 3.393 -1.980
H 1.599 3.407 -1.328
H -1.276 4.681 0.510
H -1.653 3.174 1.372
H -2.037 3.661 -1.651
H -3.232 3.917 -0.420
H -2.677 1.446 -1.827
H -3.942 1.779 -0.623
H -3.916 0.068 0.813
H -3.874 -1.912 2.304
H -2.874 -3.031 4.248
H -0.735 -2.231 5.179
H 0.480 -0.377 4.108
H 0.505 3.148 2.203
H 0.861 4.656 1.333
H 2.896 3.601 2.064
H 2.886 3.666 0.323
H 2.237 1.191 2.046
H 3.748 1.495 1.137
H 3.825 0.832 -1.018
H 4.108 -0.254 -3.110
H 3.213 -1.168 -5.201
H 0.782 -1.088 -5.659
H -0.755 -0.021 -4.042
C -1.467 -4.311 0.028
C -0.001 -3.847 0.058
C 0.744 -4.357 -1.186
C 0.674 -4.340 1.348
C 0.034 -2.403 0.041
C 0.071 -1.180 0.006
H -1.493 -5.397 0.026
H -1.970 -3.953 -0.868
H -2.001 -3.952 0.907
H 0.734 -5.444 -1.189
H 1.779 -4.020 -1.184
H 0.260 -4.006 -2.096
H 0.665 -5.427 1.357
H 0.137 -3.982 2.225
H 1.707 -4.002 1.403
```

## Properties
2S+1 ... 1
HOMO energy ... -18.2206 eV
Total charge ... +3
E_tot ... -38914.259 eV

The highest HOMO energy belongs to which entry? C27H34N3